[1]
C26H41HgO13 | ωB97M-V/def2-TZVPD

* ΔE to the lowest compared entry with this formula, charge and spin: 0.000 eV
* HOMO: -9.806 eV
* net charge: +1
* E_LUMO: -1.5 eV

Geometry (Å):
H: 0.230 -0.130 -4.732
H: -1.537 -1.455 -2.699
C: 3.615 -0.602 0.067
H: 2.768 0.373 3.698
C: -2.196 2.892 -0.365
H: 2.266 2.028 3.745
C: -0.688 -4.051 2.118
C: 1.667 0.758 5.493
O: 2.427 -0.610 0.243
H: 2.276 -5.637 2.007
H: -1.459 -0.132 -5.096
C: -4.424 -1.434 1.475
H: 6.334 0.634 -0.166
H: -1.287 -4.545 1.348
H: 4.688 -2.367 0.790
H: -6.149 -0.102 0.959
O: 4.263 0.493 -0.341
C: 1.313 -5.229 1.703
H: 1.093 -5.861 0.831
C: 4.477 -1.860 -0.148
H: -4.357 -1.070 2.495
C: -1.036 -0.526 -3.005
H: -4.350 4.741 -2.114
O: 0.628 3.345 -2.364
H: 0.225 -0.655 6.284
H: 1.046 1.547 5.921
H: 1.625 -1.408 5.597
C: -3.314 -0.903 0.547
H: -4.155 2.400 -1.102
H: 2.758 3.122 -4.732
C: -0.703 -0.644 -4.496
H: 1.814 1.563 -4.517
O: -2.184 -0.571 0.765
O: -2.234 4.023 0.353
H: -4.061 4.963 0.451
O: 0.265 0.670 2.351
C: -3.182 4.969 -0.191
H: -2.918 2.424 -2.351
C: 0.165 -5.177 2.679
O: -1.442 2.002 -0.096
H: -2.703 5.943 -0.222
C: 0.884 3.405 -3.778
C: 1.950 1.032 4.027
C: 5.656 -1.325 -0.930
C: -3.269 2.929 -1.454
H: 3.527 2.994 -2.485
H: 3.096 1.330 -2.510
C: 1.532 2.553 -1.781
H: -6.502 -1.821 0.865
O: 1.541 -3.842 1.287
O: 0.253 -0.600 4.186
C: 2.104 2.524 -4.103
H: 2.584 0.731 6.083
Hg: 0.160 0.077 -0.006
H: -1.305 -3.467 2.788
H: -1.743 0.319 -2.913
O: 0.135 -2.086 1.056
C: -5.727 -1.073 0.710
H: 5.587 -1.612 -1.981
H: -4.310 -2.521 1.465
H: 5.749 0.627 -1.817
H: 0.036 3.012 -4.339
C: 0.389 -3.201 1.459
H: -0.776 -1.702 -4.742
H: -5.306 -2.254 -1.053
O: 1.330 2.087 -0.693
H: -2.695 4.857 -2.289
H: 0.663 -4.954 3.632
H: 6.634 -1.726 -0.662
C: 2.700 2.321 -2.727
H: 3.786 -2.453 -0.746
H: 1.026 4.458 -4.019
C: 0.930 -0.577 5.458
H: -5.711 -0.640 -1.455
C: -3.435 4.435 -1.603
C: 0.750 0.350 3.400
H: -0.371 -6.111 2.838
C: 5.577 0.216 -0.826
O: 0.034 -0.241 -2.157
O: -3.850 -0.749 -0.665
C: -5.177 -1.226 -0.703

These are the Löwdin partial charges, in e, on atoms 1 to 8: number 1, H, carries 0.05; number 2, H, carries 0.09; number 3, C, carries -0.43; number 4, H, carries 0.14; number 5, C, carries -0.46; number 6, H, carries 0.13; number 7, C, carries -0.05; number 8, C, carries -0.15



[2]
C26H41N2OZr | ωB97M-V/def2-TZVPD

* ΔE to the lowest compared entry with this formula, charge and spin: 3.373 eV
* HOMO (spin up / spin down): -9.801 / -9.801 eV
* net charge: +1
* E_LUMO (spin up / spin down): -3.0 / -3.0 eV

Geometry (Å):
H: -0.804 1.421 -3.578
H: -3.061 0.073 2.086
H: -3.696 -0.788 0.135
H: 2.975 3.468 2.453
O: -0.566 -1.608 0.476
H: 0.296 0.038 2.719
H: -0.535 -2.238 -1.705
H: 4.177 1.966 -1.911
H: 5.630 0.285 2.470
H: 4.341 -0.327 1.458
C: -1.148 -3.145 -1.684
C: 3.152 0.024 -2.195
H: -3.143 -1.009 -1.537
C: -0.626 2.283 -0.914
H: -1.165 -2.618 4.019
H: 2.413 2.371 1.241
H: -0.577 -3.960 -2.146
N: -1.501 -3.530 -0.317
H: 5.058 1.233 1.108
H: -0.337 4.044 -2.134
C: 2.391 0.353 2.504
C: -0.980 2.331 0.477
C: 4.711 0.596 1.947
H: -1.819 -5.132 2.332
Zr: 0.196 0.127 -0.140
H: 4.105 2.823 1.264
C: -3.378 -0.259 -0.771
H: 3.887 -0.455 -1.567
C: -2.213 0.628 -0.508
C: -0.926 -2.176 3.048
C: 3.266 2.559 1.923
H: -2.217 -5.229 -1.232
H: -2.063 -2.977 -2.268
H: -2.106 1.349 2.871
H: 1.891 1.390 -5.451
H: -3.282 -4.134 2.037
C: 0.247 3.257 -1.627
H: -3.601 1.755 2.013
H: -1.393 -1.182 2.996
H: 0.849 2.757 -2.393
H: 3.516 2.661 -4.183
C: -2.180 -4.813 -0.225
C: 2.136 1.074 -4.434
C: 3.539 1.335 -2.534
C: -1.630 1.020 -2.986
H: -4.254 0.308 -1.135
H: 0.246 3.981 1.107
H: -2.410 -4.022 3.556
C: -2.707 1.107 1.986
H: 0.938 3.747 -0.929
N: -1.448 -3.051 1.999
C: 3.107 1.779 -3.764
C: 1.298 0.212 -3.695
C: -1.924 1.285 0.735
C: -2.280 -4.148 2.481
H: 0.788 1.732 2.447
C: -1.193 -2.743 0.725
H: -0.550 3.111 2.434
H: -2.557 1.484 -3.359
H: 0.423 -0.185 -4.276
H: -3.216 -4.719 0.118
H: 0.164 -2.079 2.969
H: -1.644 -5.535 0.399
H: -1.478 4.214 1.433
H: -1.700 -0.056 -3.202
C: 3.443 1.253 2.643
H: 2.649 -0.686 2.456
C: -1.433 1.259 -1.532
C: -0.673 3.460 1.404
C: 1.019 0.680 2.208
C: 1.563 -0.028 -2.344

These are the Löwdin partial charges, in e, on atoms 1 to 8: number 1, H, carries 0.07; number 2, H, carries 0.07; number 3, H, carries 0.08; number 4, H, carries 0.08; number 5, O, carries -0.23; number 6, H, carries 0.01; number 7, H, carries 0.06; number 8, H, carries 0.11



[3]
C26H41N3O2 | ωB97M-V/def2-TZVPD

* ΔE to the lowest compared entry with this formula, charge and spin: 2.600 eV
* HOMO: -8.059 eV
* net charge: 0
* E_LUMO: 0.8 eV

Geometry (Å):
H: -0.164 1.325 -2.694
O: -2.703 -3.162 3.533
H: -0.268 -3.332 -2.099
H: 2.021 3.207 -2.657
H: 0.886 -1.799 1.051
H: -0.742 -3.759 6.208
H: 0.283 3.257 -1.184
C: -2.604 1.465 2.304
H: -4.121 -1.396 1.348
H: 4.751 -0.359 -2.809
C: 2.650 1.223 -3.251
C: -3.562 -0.474 1.274
H: 3.873 -1.622 -1.937
H: 4.163 -0.054 -1.162
H: -3.992 -1.079 3.591
C: -2.515 -3.554 1.237
H: -0.081 -1.082 -3.021
H: 3.920 3.484 -0.942
O: -3.629 -0.186 3.659
H: 7.484 5.645 -3.427
C: -0.495 -1.196 -2.014
C: -0.656 -2.761 -0.075
C: -2.196 1.914 1.063
C: 2.592 2.384 -2.210
C: 4.546 3.851 -2.963
C: -0.386 1.243 -1.624
H: -1.651 -1.909 4.809
N: 2.691 -0.128 -2.737
H: -2.466 1.101 -2.213
C: -1.946 -3.036 2.400
H: 1.764 1.278 -3.892
H: -1.701 2.872 0.989
H: -3.466 -4.061 1.311
C: -0.080 -2.282 1.093
C: -0.711 -2.407 2.319
H: 4.587 3.322 -3.918
H: -2.349 -3.803 -0.871
N: 1.935 2.045 -0.959
H: -0.284 -4.024 4.519
H: -1.592 -1.223 -2.096
H: 1.907 -0.274 -2.105
C: -1.120 -3.978 5.214
H: 5.907 4.890 -1.662
C: 3.929 -0.547 -2.117
C: -3.271 0.250 2.421
H: -1.609 -4.949 5.227
H: 6.619 3.512 -2.500
H: -3.363 -0.611 -0.835
H: -2.415 2.044 3.194
C: 0.510 2.240 -0.853
H: -0.306 -0.230 -0.240
N: -0.009 -0.093 -1.204
H: 6.549 4.782 -4.649
H: 3.525 1.364 -3.890
H: -0.231 -1.998 3.194
H: -2.003 2.670 -1.549
C: 3.995 2.929 -1.879
C: -0.013 -2.525 -1.411
C: -2.116 -2.902 4.796
C: -2.418 1.162 -0.087
C: 5.943 4.362 -2.618
C: -3.129 -0.025 0.042
H: 2.171 1.104 -0.666
H: 4.689 2.104 -1.720
H: -2.963 -2.891 5.488
C: -1.890 1.592 -1.426
H: 0.269 2.160 0.211
C: 6.489 5.295 -3.692
H: 1.073 -2.486 -1.308
C: -1.884 -3.407 0.020
H: 3.873 4.703 -3.089
H: 5.841 6.161 -3.809

These are the Löwdin partial charges, in e, on atoms 1 to 8: number 1, H, carries 0.13; number 2, O, carries -0.07; number 3, H, carries 0.12; number 4, H, carries 0.14; number 5, H, carries 0.12; number 6, H, carries 0.08; number 7, H, carries 0.12; number 8, C, carries 0.00



The lowest net charge belongs to which entry? C26H41N3O2



Please write out number 2 again, unchanged.
C26H41N2OZr | ωB97M-V/def2-TZVPD

* ΔE to the lowest compared entry with this formula, charge and spin: 3.373 eV
* HOMO (spin up / spin down): -9.801 / -9.801 eV
* net charge: +1
* E_LUMO (spin up / spin down): -3.0 / -3.0 eV

Geometry (Å):
H: -0.804 1.421 -3.578
H: -3.061 0.073 2.086
H: -3.696 -0.788 0.135
H: 2.975 3.468 2.453
O: -0.566 -1.608 0.476
H: 0.296 0.038 2.719
H: -0.535 -2.238 -1.705
H: 4.177 1.966 -1.911
H: 5.630 0.285 2.470
H: 4.341 -0.327 1.458
C: -1.148 -3.145 -1.684
C: 3.152 0.024 -2.195
H: -3.143 -1.009 -1.537
C: -0.626 2.283 -0.914
H: -1.165 -2.618 4.019
H: 2.413 2.371 1.241
H: -0.577 -3.960 -2.146
N: -1.501 -3.530 -0.317
H: 5.058 1.233 1.108
H: -0.337 4.044 -2.134
C: 2.391 0.353 2.504
C: -0.980 2.331 0.477
C: 4.711 0.596 1.947
H: -1.819 -5.132 2.332
Zr: 0.196 0.127 -0.140
H: 4.105 2.823 1.264
C: -3.378 -0.259 -0.771
H: 3.887 -0.455 -1.567
C: -2.213 0.628 -0.508
C: -0.926 -2.176 3.048
C: 3.266 2.559 1.923
H: -2.217 -5.229 -1.232
H: -2.063 -2.977 -2.268
H: -2.106 1.349 2.871
H: 1.891 1.390 -5.451
H: -3.282 -4.134 2.037
C: 0.247 3.257 -1.627
H: -3.601 1.755 2.013
H: -1.393 -1.182 2.996
H: 0.849 2.757 -2.393
H: 3.516 2.661 -4.183
C: -2.180 -4.813 -0.225
C: 2.136 1.074 -4.434
C: 3.539 1.335 -2.534
C: -1.630 1.020 -2.986
H: -4.254 0.308 -1.135
H: 0.246 3.981 1.107
H: -2.410 -4.022 3.556
C: -2.707 1.107 1.986
H: 0.938 3.747 -0.929
N: -1.448 -3.051 1.999
C: 3.107 1.779 -3.764
C: 1.298 0.212 -3.695
C: -1.924 1.285 0.735
C: -2.280 -4.148 2.481
H: 0.788 1.732 2.447
C: -1.193 -2.743 0.725
H: -0.550 3.111 2.434
H: -2.557 1.484 -3.359
H: 0.423 -0.185 -4.276
H: -3.216 -4.719 0.118
H: 0.164 -2.079 2.969
H: -1.644 -5.535 0.399
H: -1.478 4.214 1.433
H: -1.700 -0.056 -3.202
C: 3.443 1.253 2.643
H: 2.649 -0.686 2.456
C: -1.433 1.259 -1.532
C: -0.673 3.460 1.404
C: 1.019 0.680 2.208
C: 1.563 -0.028 -2.344

These are the Löwdin partial charges, in e, on atoms 1 to 8: number 1, H, carries 0.07; number 2, H, carries 0.07; number 3, H, carries 0.08; number 4, H, carries 0.08; number 5, O, carries -0.23; number 6, H, carries 0.01; number 7, H, carries 0.06; number 8, H, carries 0.11



What did the second record say?
C26H41N2OZr | ωB97M-V/def2-TZVPD

* ΔE to the lowest compared entry with this formula, charge and spin: 3.373 eV
* HOMO (spin up / spin down): -9.801 / -9.801 eV
* net charge: +1
* E_LUMO (spin up / spin down): -3.0 / -3.0 eV

Geometry (Å):
H: -0.804 1.421 -3.578
H: -3.061 0.073 2.086
H: -3.696 -0.788 0.135
H: 2.975 3.468 2.453
O: -0.566 -1.608 0.476
H: 0.296 0.038 2.719
H: -0.535 -2.238 -1.705
H: 4.177 1.966 -1.911
H: 5.630 0.285 2.470
H: 4.341 -0.327 1.458
C: -1.148 -3.145 -1.684
C: 3.152 0.024 -2.195
H: -3.143 -1.009 -1.537
C: -0.626 2.283 -0.914
H: -1.165 -2.618 4.019
H: 2.413 2.371 1.241
H: -0.577 -3.960 -2.146
N: -1.501 -3.530 -0.317
H: 5.058 1.233 1.108
H: -0.337 4.044 -2.134
C: 2.391 0.353 2.504
C: -0.980 2.331 0.477
C: 4.711 0.596 1.947
H: -1.819 -5.132 2.332
Zr: 0.196 0.127 -0.140
H: 4.105 2.823 1.264
C: -3.378 -0.259 -0.771
H: 3.887 -0.455 -1.567
C: -2.213 0.628 -0.508
C: -0.926 -2.176 3.048
C: 3.266 2.559 1.923
H: -2.217 -5.229 -1.232
H: -2.063 -2.977 -2.268
H: -2.106 1.349 2.871
H: 1.891 1.390 -5.451
H: -3.282 -4.134 2.037
C: 0.247 3.257 -1.627
H: -3.601 1.755 2.013
H: -1.393 -1.182 2.996
H: 0.849 2.757 -2.393
H: 3.516 2.661 -4.183
C: -2.180 -4.813 -0.225
C: 2.136 1.074 -4.434
C: 3.539 1.335 -2.534
C: -1.630 1.020 -2.986
H: -4.254 0.308 -1.135
H: 0.246 3.981 1.107
H: -2.410 -4.022 3.556
C: -2.707 1.107 1.986
H: 0.938 3.747 -0.929
N: -1.448 -3.051 1.999
C: 3.107 1.779 -3.764
C: 1.298 0.212 -3.695
C: -1.924 1.285 0.735
C: -2.280 -4.148 2.481
H: 0.788 1.732 2.447
C: -1.193 -2.743 0.725
H: -0.550 3.111 2.434
H: -2.557 1.484 -3.359
H: 0.423 -0.185 -4.276
H: -3.216 -4.719 0.118
H: 0.164 -2.079 2.969
H: -1.644 -5.535 0.399
H: -1.478 4.214 1.433
H: -1.700 -0.056 -3.202
C: 3.443 1.253 2.643
H: 2.649 -0.686 2.456
C: -1.433 1.259 -1.532
C: -0.673 3.460 1.404
C: 1.019 0.680 2.208
C: 1.563 -0.028 -2.344

These are the Löwdin partial charges, in e, on atoms 1 to 8: number 1, H, carries 0.07; number 2, H, carries 0.07; number 3, H, carries 0.08; number 4, H, carries 0.08; number 5, O, carries -0.23; number 6, H, carries 0.01; number 7, H, carries 0.06; number 8, H, carries 0.11



Which formula does entry 1 have? C26H41HgO13